#a
Molecular formula: CH5NO3
Method: DFT, ωB97M-V with the def2-TZVPD basis set

Summary:
2S+1 = 1
E_HOMO = -10.704 eV

Last column: Mulliken charge in e.
Atoms and positions in Å:
N -0.75 0.13 -1.33  -0.370
C -0.83 0.20 0.03  0.647
O -2.12 0.32 0.45  -0.479
O 0.03 0.39 0.86  -0.557
H -1.46 -0.11 -1.97  0.178
H 0.21 0.21 -1.69  0.234
H -2.83 0.07 -0.14  0.302
H 2.86 -1.10 1.29  0.300
H 1.99 0.06 1.37  0.372
O 2.90 -0.16 1.12  -0.627


#b
Molecular formula: CH5NO3
Method: DFT, ωB97M-V with the def2-TZVPD basis set

Summary:
2S+1 = 1
E_HOMO = -10.715 eV

Last column: Mulliken charge in e.
Atoms and positions in Å:
N -0.08 -1.02 0.46  -0.384
C -0.71 -0.01 -0.25  0.631
O -1.82 -0.37 -0.94  -0.443
O -0.33 1.13 -0.26  -0.555
H -0.44 -1.93 0.23  0.185
H 0.89 -0.78 0.59  0.314
H -2.02 -1.29 -0.74  0.284
H 1.94 1.10 0.12  0.346
H 1.94 0.67 1.59  0.346
O 2.30 0.43 0.72  -0.723


Most stable: #b. Least stable: #a.


#a
Molecular formula: C6H13NP
Method: DFT, ωB97M-V with the def2-TZVPD basis set

Summary:
2S+1 = 1
E_HOMO = -13.741 eV
net charge = +1

Last column: Mulliken charge in e.
Atoms and positions in Å:
C 2.78 0.64 0.03  -1.402
C -2.50 0.13 0.03  -0.581
C 1.08 -1.31 0.60  -0.611
C 1.83 -0.43 -0.44  0.227
C -1.19 0.84 -0.13  0.548
C -0.84 2.11 0.01  -0.874
N -2.10 -1.28 0.05  -0.507
P -0.01 -0.49 -0.56  0.250
H 2.37 1.21 0.86  0.346
H 3.01 1.32 -0.79  0.342
H -3.03 0.46 0.93  0.362
H -3.15 0.33 -0.83  0.312
H 1.20 -2.38 0.60  0.324
H 1.06 -0.89 1.61  0.336
H 2.25 -1.01 -1.26  0.372
H 0.18 2.43 -0.14  0.267
H 3.71 0.17 0.35  0.386
H -1.55 2.88 0.28  0.319
H -2.12 -1.65 1.00  0.242
H -2.71 -1.87 -0.52  0.255
H -0.28 -1.21 -1.69  0.087


#b
Molecular formula: C6H13NP
Method: DFT, ωB97M-V with the def2-TZVPD basis set

Summary:
2S+1 = 1
E_HOMO = -13.909 eV
net charge = +1

Last column: Mulliken charge in e.
Atoms and positions in Å:
C 1.68 1.00 1.61  -0.129
C -0.30 0.63 -0.07  0.873
C 0.26 -0.67 0.37  0.380
C -1.56 1.16 0.57  -1.518
C -0.02 1.05 -1.57  -1.714
C 0.85 -1.53 -0.73  -1.409
N 0.87 0.51 0.80  0.091
P -0.86 -1.76 1.74  -0.005
H 2.42 0.17 1.96  0.262
H 1.79 2.07 1.79  0.329
H -1.89 2.08 -0.08  0.342
H -1.41 1.49 1.63  0.411
H -2.41 0.54 0.71  0.382
H -0.73 0.45 -2.09  0.390
H 1.10 0.99 -1.73  0.439
H -0.09 2.17 -1.71  0.467
H 1.77 -2.00 -0.51  0.403
H 1.00 -1.00 -1.63  0.461
H 0.30 -2.49 -0.86  0.331
H -0.36 -3.13 1.26  0.107
H -1.86 -1.86 0.81  0.106


Most stable: #a. Least stable: #b.


#a
Molecular formula: C5H11N2O
Method: DFT, ωB97M-V with the def2-TZVPD basis set

Summary:
2S+1 = 1
E_HOMO = -2.266 eV
net charge = -1

Last column: Mulliken charge in e.
Atoms and positions in Å:
C 2.14 0.55 -0.30  -0.418
O 3.45 0.59 -0.51  -0.863
C 1.67 -0.87 0.06  -0.406
C 0.46 -1.03 1.02  -0.760
C -0.73 -0.19 0.51  -0.391
N -2.71 1.35 -0.01  -0.652
C -2.47 0.34 -0.84  -0.069
N -1.27 -0.71 -0.81  -0.388
H 1.83 1.35 0.53  0.056
H 1.50 0.94 -1.05  0.145
H 2.54 -1.30 0.58  0.306
H 1.59 -1.45 -0.87  0.220
H 0.81 -0.73 1.99  0.325
H 0.04 -2.07 1.06  0.303
H -0.43 0.86 0.36  0.233
H -1.52 -0.25 1.26  0.412
H -1.97 2.01 -0.18  0.282
H -3.44 0.11 -1.46  0.313
H -1.48 0.49 -1.34  0.351


#b
Molecular formula: C5H11N2O
Method: DFT, ωB97M-V with the def2-TZVPD basis set

Summary:
2S+1 = 1
E_HOMO (alpha / beta) = -1.975 / -1.978 eV
net charge = -1

Last column: Mulliken charge in e.
Atoms and positions in Å:
C 1.12 0.25 0.33  -0.916
C 1.27 -1.17 0.92  -0.291
C -0.39 0.37 -0.14  1.764
C -0.37 1.57 -1.12  -1.974
C -1.48 0.38 0.84  -1.696
N 0.24 -2.07 0.34  -0.827
N -0.65 -0.93 -0.93  -0.321
O -0.14 -0.90 -2.11  -0.669
H 1.32 1.17 1.08  0.294
H 1.85 0.44 -0.47  0.290
H 2.37 -1.58 0.72  0.285
H 0.97 -1.34 2.03  0.202
H -1.32 1.80 -1.42  0.525
H 0.01 1.18 -2.04  0.496
H 0.12 2.46 -0.76  0.310
H -2.37 0.36 0.29  0.446
H -1.64 1.11 1.69  0.233
H -1.58 -0.60 1.25  0.504
H 0.64 -2.50 -0.51  0.344


Most stable: #b. Least stable: #a.


#a
Molecular formula: C2H4NO5S2
Method: DFT, ωB97M-V with the def2-TZVPD basis set

Summary:
2S+1 = 1
E_HOMO = -5.866 eV
net charge = -1

Last column: Mulliken charge in e.
Atoms and positions in Å:
C 1.89 -0.24 -0.57  -1.292
C 0.60 -0.33 0.26  0.352
N -0.48 -1.23 -0.48  -0.594
O -1.73 0.87 -0.05  -0.347
O -2.92 -1.22 -0.84  -0.636
O -2.18 -1.14 1.44  -0.579
O 0.03 2.24 -0.79  -0.694
O -0.34 2.03 1.59  -0.693
S -1.83 -0.90 0.09  0.914
S -0.30 1.29 0.29  1.154
H 1.63 0.14 -1.55  0.327
H 2.63 0.37 -0.09  0.378
H 2.11 -1.33 -0.58  0.321
H 0.89 -0.57 1.29  0.389


#b
Molecular formula: C2H4NO5S2
Method: DFT, ωB97M-V with the def2-TZVPD basis set

Summary:
2S+1 = 1
E_HOMO = -5.457 eV
net charge = -1

Last column: Mulliken charge in e.
Atoms and positions in Å:
C 0.68 -0.75 -0.90  -0.353
C 1.18 0.07 0.27  -0.807
N -0.87 1.76 -1.68  -0.639
O 0.41 0.64 2.74  -0.674
O -0.45 -1.42 1.80  -0.619
O -2.87 0.35 -0.93  -0.628
O -1.19 0.80 0.93  -0.376
O -0.71 -0.80 -0.95  -0.366
S -0.10 -0.05 1.57  1.203
S -1.48 0.71 -0.89  0.845
H 1.06 -0.33 -1.85  0.264
H 1.00 -1.80 -0.80  0.364
H 2.14 -0.28 0.66  0.414
H 1.20 1.12 0.03  0.371


Most stable: #a. Least stable: #b.


#a
Molecular formula: C5H12P2S
Method: DFT, ωB97M-V with the def2-TZVPD basis set

Summary:
2S+1 = 1
E_HOMO (alpha / beta) = -7.748 / -8.134 eV

Last column: Mulliken charge in e.
Atoms and positions in Å:
C 0.68 -0.28 -1.68  -1.010
C 0.05 -1.41 -0.86  -0.656
C -0.10 1.00 -1.37  -0.816
C -1.29 -1.66 1.75  -1.039
C 1.66 1.81 1.36  -1.020
P 0.18 -0.92 0.93  0.026
P -0.64 1.02 0.38  0.164
S -2.51 1.50 0.34  -0.375
H 1.70 -0.28 -1.59  0.421
H 0.62 -0.43 -2.68  0.453
H -0.97 -1.38 -1.26  0.350
H 0.53 -2.32 -1.19  0.478
H 0.38 1.83 -1.68  0.518
H -0.94 1.06 -2.14  0.422
H -2.10 -1.78 1.00  0.310
H -1.60 -0.88 2.32  0.356
H -1.10 -2.54 2.35  0.352
H 2.11 1.25 0.57  0.382
H 1.25 2.80 1.14  0.347
H 2.08 1.61 2.32  0.337


#b
Molecular formula: C5H12P2S
Method: DFT, ωB97M-V with the def2-TZVPD basis set

Summary:
2S+1 = 1
E_HOMO (alpha / beta) = -8.227 / -8.441 eV

Last column: Mulliken charge in e.
Atoms and positions in Å:
C 1.34 1.38 -0.56  -0.617
C 2.01 0.03 -0.33  -0.738
C -0.13 1.18 -0.92  -0.710
C 1.30 -2.58 0.54  -1.005
C -4.02 0.62 1.31  -0.983
P 1.12 -0.82 1.08  -0.005
P -0.86 -0.23 0.10  0.285
S -1.38 -1.60 -1.24  -0.358
H 1.42 1.98 0.34  0.322
H 1.84 1.91 -1.38  0.320
H 1.96 -0.59 -1.24  0.367
H 3.06 0.15 -0.05  0.424
H -0.71 2.08 -0.73  0.362
H -0.25 0.90 -1.97  0.364
H 0.77 -2.78 -0.39  0.311
H 0.91 -3.23 1.33  0.328
H 2.36 -2.78 0.42  0.343
H -3.70 0.32 2.29  0.335
H -3.91 1.64 1.01  0.326
H -4.49 -0.09 0.67  0.328


Most stable: #b. Least stable: #a.


#a
Molecular formula: C4H9O
Method: DFT, ωB97M-V with the def2-TZVPD basis set

Summary:
2S+1 = 1
E_HOMO = -2.336 eV
net charge = -1

Last column: Mulliken charge in e.
Atoms and positions in Å:
C 1.67 1.64 0.37  -0.468
C 0.56 2.38 0.25  -0.580
H 1.56 0.59 0.60  0.305
H 2.66 2.10 0.21  0.205
H -0.36 1.93 0.51  0.261
H 0.69 3.44 0.02  0.266
C -0.07 -1.36 -0.37  -0.311
O 0.43 -0.94 0.84  -0.914
C -1.62 -1.66 -0.21  -1.050
H 0.37 -2.32 -0.68  0.247
H 0.02 -0.58 -1.16  0.212
H -2.11 -1.77 -1.19  0.335
H -2.06 -0.87 0.44  0.251
H -1.74 -2.57 0.37  0.241


#b
Molecular formula: C4H9O
Method: DFT, ωB97M-V with the def2-TZVPD basis set

Summary:
2S+1 = 1
E_HOMO = -1.525 eV
net charge = -1

Last column: Mulliken charge in e.
Atoms and positions in Å:
C 1.07 -0.42 1.79  -0.059
O 0.73 -1.45 2.54  -0.907
C 2.10 -0.65 0.60  -1.032
C 0.66 -0.32 0.32  0.095
C 0.15 1.01 -0.18  -1.222
H 1.25 0.56 2.28  0.256
H -5.29 0.04 -3.70  -0.003
H 2.49 -1.62 0.34  0.339
H 2.80 0.14 0.53  0.275
H -6.00 -0.11 -3.60  0.003
H 0.09 -1.20 0.08  0.394
H 0.25 1.82 0.55  0.314
H -0.91 0.92 -0.43  0.272
H 0.61 1.30 -1.13  0.276


Most stable: #a. Least stable: #b.


#a
Molecular formula: C8H20
Method: DFT, ωB97M-V with the def2-TZVPD basis set

Summary:
2S+1 = 1
E_HOMO = -10.948 eV

Last column: Mulliken charge in e.
Atoms and positions in Å:
C 12.00 -2.64 3.93  -1.257
C 14.51 -0.97 4.27  -1.146
C 12.87 -2.14 2.81  -0.328
C 13.73 -0.94 3.05  -0.073
H 11.58 -1.86 4.59  0.277
H 12.64 -3.31 4.54  0.362
H 11.17 -3.24 3.52  0.339
H 14.97 0.03 4.41  0.342
H 15.32 -1.72 4.24  0.293
H 13.87 -1.18 5.15  0.288
H 13.36 -3.06 2.43  0.301
H 12.14 -1.81 2.04  0.265
H 14.40 -0.91 2.17  0.229
H 13.05 -0.07 2.98  0.111
C 6.50 2.78 3.81  -1.075
C 9.58 1.41 3.41  -1.088
C 7.27 2.16 2.61  -0.345
C 8.77 2.49 2.62  -0.476
H 6.85 3.82 3.92  0.295
H 6.67 2.25 4.76  0.287
H 5.42 2.79 3.60  0.317
H 10.66 1.57 3.25  0.272
H 9.30 0.43 3.00  0.322
H 9.39 1.40 4.50  0.307
H 7.16 1.06 2.62  0.266
H 6.95 2.52 1.62  0.284
H 9.21 2.48 1.60  0.325
H 9.03 3.46 3.09  0.304


#b
Molecular formula: C8H20
Method: DFT, ωB97M-V with the def2-TZVPD basis set

Summary:
2S+1 = 1
E_HOMO = -11.042 eV

Last column: Mulliken charge in e.
Atoms and positions in Å:
C -3.02 1.37 -2.32  -1.233
C -2.49 0.08 -1.59  -0.390
C -2.21 0.28 -0.08  -0.216
C -1.82 -1.03 0.65  -1.049
H -3.97 1.68 -1.88  0.319
H -3.17 1.22 -3.37  0.370
H -2.37 2.27 -2.19  0.295
H -1.58 -0.23 -2.12  0.299
H -3.25 -0.65 -1.74  0.304
H -3.21 0.59 0.34  0.284
H -1.49 1.11 0.02  0.171
H -2.58 -1.81 0.53  0.378
H -1.76 -0.92 1.74  0.326
H -0.87 -1.33 0.18  0.141
C 2.69 -1.81 1.95  -1.204
C 2.40 -0.35 1.56  -0.263
C 2.38 0.00 0.09  -0.310
C 2.10 1.43 -0.26  -1.075
H 1.94 -2.48 1.51  0.293
H 2.65 -1.98 3.03  0.360
H 3.73 -2.20 1.67  0.275
H 3.15 0.28 2.07  0.329
H 1.39 0.01 2.03  0.196
H 1.71 -0.71 -0.39  0.290
H 3.36 -0.23 -0.34  0.296
H 1.09 1.82 0.05  0.222
H 2.18 1.57 -1.36  0.318
H 2.91 2.12 0.27  0.275


Most stable: #b. Least stable: #a.


#a
Molecular formula: C4H13N2
Method: DFT, ωB97M-V with the def2-TZVPD basis set

Summary:
2S+1 = 2
⟨S²⟩ = 0.75
E_HOMO (alpha / beta) = -2.769 / -10.348 eV

Last column: Mulliken charge in e.
Atoms and positions in Å:
N 1.43 -1.28 1.31  -0.857
C 1.50 0.16 1.04  -0.530
C 0.94 0.47 -0.34  -1.758
N -0.23 -0.44 -0.67  -0.496
C -1.57 0.00 -0.29  -1.208
C -2.02 1.24 -1.04  -1.074
H 1.04 -1.48 2.22  0.255
H 2.35 -1.72 1.27  0.298
H 0.05 -1.30 -0.14  0.410
H 0.99 0.71 1.83  0.430
H 2.54 0.48 1.01  0.393
H 1.63 0.26 -1.15  1.125
H 0.59 1.50 -0.38  -0.053
H -0.22 -0.65 -1.73  1.171
H -1.61 0.12 0.79  0.281
H -2.27 -0.81 -0.52  0.438
H -2.17 0.98 -2.10  0.367
H -2.95 1.64 -0.65  0.407
H -1.28 2.04 -1.02  0.401


#b
Molecular formula: C4H13N2
Method: DFT, ωB97M-V with the def2-TZVPD basis set

Summary:
2S+1 = 2
⟨S²⟩ = 0.75
E_HOMO (alpha / beta) = -6.010 / -9.712 eV

Last column: Mulliken charge in e.
Atoms and positions in Å:
C 2.22 -0.01 2.29  -0.696
N 1.27 -0.51 1.46  -0.365
H 2.00 0.91 2.84  0.277
H 3.18 -0.50 2.39  0.286
H 1.54 -1.12 0.72  0.241
H 0.46 0.04 1.24  0.202
C -0.26 -0.55 -1.02  -0.829
C -1.37 0.51 -0.99  -0.071
C -1.47 1.27 0.33  -1.443
N -0.34 -1.41 -2.20  -0.713
H -0.42 -1.23 -0.16  0.531
H 0.74 -0.09 -0.92  0.380
H -2.35 0.07 -1.16  0.291
H -1.22 1.22 -1.81  0.308
H -0.56 1.86 0.50  0.332
H -1.50 0.54 1.16  0.407
H -2.30 1.97 0.40  0.353
H 0.37 -2.13 -2.10  0.268
H -0.01 -0.83 -2.97  0.240


Most stable: #b. Least stable: #a.